Entry from the OMol25 dataset: a molecular structure, FeN6O18 in a non-equilibrium geometry (ωB97M-V/def2-TZVPD).

The energy above the lowest of the compared OMol25 structures with the same formula, charge and spin comes out at 85.9 kcal/mol. The frontier orbital gap (alpha / beta) is 6.5713 / 6.5559 eV. The net charge is -4. Its spin multiplicity is 5.

CARTESIAN COORDINATES (ANGSTROEM)
Fe 0.379 0.012 -0.497
N -0.082 2.418 2.288
O 0.709 2.530 3.338
O -1.102 3.323 2.258
O 0.300 1.877 1.252
N 2.145 -2.396 -1.554
O 1.347 -1.511 -1.425
O 3.051 -2.458 -0.632
O 2.085 -3.249 -2.459
N -2.513 1.641 -0.718
O -3.272 1.401 -1.627
O -1.501 0.921 -0.472
O -2.887 2.766 -0.217
N 1.315 -1.969 2.271
O 1.044 -1.047 1.444
O 0.824 -2.108 3.448
O 2.069 -2.857 1.844
N 1.202 2.589 -2.453
O 1.967 3.394 -2.325
O 1.043 1.522 -1.766
O 0.901 2.360 -3.654
N -2.192 -2.310 0.411
O -2.380 -3.502 0.528
O -2.964 -1.624 1.119
O -1.489 -1.723 -0.402